No. 1
{
  "formula": "C3H2FLiO2",
  "method": "ωB97M-V with the def2-TZVPD basis set",
  "species": ["O", "H", "O", "C", "C", "C", "F", "Li", "H"],
  "positions_angstrom": [[0.862268, -0.148065, 3.265949], [0.759080, -1.641480, -0.643445], [1.873688, 0.138493, -0.099588], [0.775683, -0.549257, -0.157589], [0.194037, -1.131747, 1.074641], [0.394460, -0.508858, 2.273547], [-0.333863, -2.364511, 1.149430], [3.513190, -0.026289, -0.006516], [-0.022683, -0.092659, -0.805441]],
  "atomic_forces_ev_per_a": [[-1.438, -0.194, -2.056], [0.779, 1.350, -0.144], [0.377, 0.055, 0.783], [-2.090, -2.458, -1.882], [-0.468, -0.464, 0.073], [1.872, 0.071, 3.055], [0.201, 1.604, -0.223], [0.743, 0.215, -0.101], [0.024, -0.180, 0.497]],
  "lowdin_charge": [0.350, 0.199, -0.272, -0.386, -0.137, 0.086, 0.157, 0.827, 0.175],
  "multiplicity": 2,
  "e_homo_ev": [-14.32, -14.22],
  "s_squared": 0.756,
  "relative_energy_ev": 2.977,
  "gap_ev": [9.0, 6.6],
  "e_lumo_ha": [-0.19630, -0.28164],
  "total_charge": 1
}

---

No. 2
{
  "formula": "C2H6N2O",
  "method": "ωB97M-V with the def2-TZVPD basis set",
  "species": ["H", "N", "C", "N", "O", "C", "H", "H", "H", "H", "H"],
  "positions_angstrom": [[-1.301746, 2.044417, 1.283042], [-0.939780, 1.345510, 0.648262], [-0.559995, 0.316693, 1.296788], [-0.002720, -0.760304, 0.626128], [-0.286584, -0.830891, -0.723508], [0.774577, -0.261845, -1.483770], [-0.503497, 0.172541, 2.407851], [-0.263066, -1.655663, 1.012875], [1.757333, -0.614828, -1.161259], [0.727952, 0.816397, -1.380215], [0.597525, -0.572027, -2.526193]],
  "atomic_forces_ev_per_a": [[0.062, 0.200, 0.138], [-0.022, -0.514, 0.614], [0.101, 0.501, -0.114], [0.013, -0.326, 0.554], [0.079, -0.211, -0.571], [-0.110, -0.051, -0.343], [-0.239, 0.173, -0.859], [0.149, -0.071, 0.224], [-0.140, -0.148, 0.090], [0.083, 0.240, -0.167], [0.024, 0.208, 0.434]],
  "lowdin_charge": [0.036, 0.094, -0.293, -0.054, -0.187, -0.096, 0.131, 0.129, 0.081, 0.067, 0.092],
  "multiplicity": 1,
  "e_homo_ev": -9.40,
  "relative_energy_ev": 3.122,
  "gap_ev": 10.4,
  "e_lumo_ha": 0.03627,
  "total_charge": 0,
  "smiles": "[H]/N=C/NOC"
}

---

No. 3
{
  "formula": "C9H9ClP",
  "method": "ωB97M-V with the def2-TZVPD basis set",
  "species": ["C", "C", "C", "C", "C", "C", "C", "C", "C", "P", "Cl", "H", "H", "H", "H", "H", "H", "H", "H", "H"],
  "positions_angstrom": [[-1.662976, 2.045815, -0.010064], [-1.517486, 1.205127, -1.087564], [-0.582567, 2.217510, 0.946508], [-0.256991, 0.603274, -1.315020], [0.639558, 1.542513, 0.804729], [0.778880, 0.768103, -0.414625], [1.812259, -2.429798, 0.107884], [0.632870, -2.170827, 0.166030], [-0.829626, -2.242878, 0.468146], [2.320213, -0.043407, -0.911181], [3.632029, 0.314935, 0.513177], [-2.599223, 2.520802, 0.357059], [-2.289246, 0.971642, -1.896720], [-0.739949, 2.825133, 1.879177], [-0.041761, 0.077920, -2.349820], [1.510967, 1.514942, 1.448888], [2.704644, -2.620223, -0.465617], [-1.480047, -2.168947, -0.358194], [-1.155647, -1.581356, 1.287026], [-0.875892, -3.350282, 0.830190]],
  "atomic_forces_ev_per_a": [[0.532, 0.288, 2.510], [-0.081, -0.827, -1.947], [0.392, -0.394, 0.502], [-0.102, -0.161, -2.306], [-1.187, -0.525, -2.172], [1.284, 0.506, 1.236], [0.967, 0.695, -1.767], [-1.912, -0.334, 0.726], [1.770, -1.842, 1.835], [-1.720, -0.215, 0.211], [0.091, 0.196, 0.232], [0.571, -0.378, -1.063], [0.823, 0.718, 1.597], [0.011, -0.583, -1.242], [-0.621, 0.849, 2.293], [-0.501, 0.543, 0.408], [0.119, -0.431, 0.836], [-0.441, 0.279, -1.149], [0.308, -0.243, -0.352], [-0.302, 1.859, -0.387]],
  "lowdin_charge": [-0.037, -0.075, -0.038, -0.153, -0.072, -0.540, 0.012, -0.177, -0.045, 0.792, 0.366, 0.130, 0.143, 0.130, 0.152, 0.064, 0.051, 0.062, 0.096, 0.140],
  "multiplicity": 1,
  "e_homo_ev": -13.59,
  "relative_energy_ev": 0.000,
  "gap_ev": 7.4,
  "e_lumo_ha": -0.22605,
  "total_charge": 1
}